No. 1
Below is a structure of composition C59H50FGeN2O5P3Sc, with properties calculated with ωB97M-V/def2-TZVPD.

Structure (XYZ):
```
122
Properties=species:S:1:pos:R:3
Sc -0.98404 0.85096 0.79038
N -4.00828 1.60753 -2.32619
C -4.12228 2.94491 -1.75790
C -3.71990 3.04216 -0.30352
O -3.46450 4.15270 0.16261
N -3.77813 1.90987 0.46060
C -4.06065 2.04242 1.90462
C -2.85309 1.88587 2.81923
O -2.72372 2.55054 3.81068
O -1.96240 0.95833 2.42426
H -4.69686 0.97730 -1.92963
H -4.18816 1.64407 -3.32226
H -3.51184 3.65089 -2.31735
H -5.14228 3.34585 -1.76640
H -4.49195 3.01751 2.09968
H -4.78074 1.26724 2.16741
F 4.08381 1.24654 -1.01673
Ge 2.72082 0.28762 -0.47664
C 2.63525 -1.08022 -1.81965
C 3.79514 -1.83288 -2.02709
C 3.86464 -2.78441 -3.03089
C 2.77327 -2.98255 -3.86112
C 1.62673 -2.22552 -3.69465
C 1.54537 -1.27567 -2.67918
P 0.01197 -0.29893 -2.64100
C -1.49279 -1.12954 -3.25562
C -1.53898 -1.51430 -4.60212
C -2.63050 -2.21191 -5.09243
C -3.70778 -2.49799 -4.26211
C -3.68276 -2.09026 -2.93789
C -2.57261 -1.42694 -2.43535
C 0.36913 0.76300 -4.17515
C 1.68366 1.14744 -4.44611
C 1.97170 2.07225 -5.44430
C 0.94725 2.63675 -6.18963
C -0.36813 2.27407 -5.92723
C -0.65079 1.35306 -4.92749
C 1.28520 1.52974 -0.83108
C 1.57543 2.87972 -0.58047
C 0.74081 3.88781 -1.03250
C -0.45448 3.56551 -1.65550
C -0.77554 2.24307 -1.90606
C 0.12345 1.22047 -1.57417
P -0.35939 -1.59681 -0.12103
C -1.75609 -2.65484 0.48269
C -2.19194 -3.73264 -0.28560
C -3.17164 -4.59482 0.18595
C -3.73612 -4.39218 1.43911
C -3.31779 -3.31844 2.21105
C -2.33540 -2.45764 1.73313
C 0.97772 -2.87085 0.07849
C 1.77826 -2.95415 1.21470
C 2.70678 -3.98047 1.36932
C 2.84028 -4.94865 0.38714
C 2.03325 -4.89062 -0.74510
C 1.11593 -3.86202 -0.89540
C 3.33569 -0.14528 1.29472
C 4.62474 -0.69498 1.27197
C 5.27715 -1.04981 2.43996
C 4.65667 -0.83782 3.66206
C 3.39684 -0.26657 3.70687
C 2.71868 0.08226 2.53530
P 1.08498 0.88259 2.70655
C 0.43258 0.14323 4.24305
C 0.32747 0.78664 5.46824
C -0.19676 0.11222 6.56792
C -0.61819 -1.20299 6.45033
C -0.51498 -1.85279 5.22571
C 0.00452 -1.17978 4.13285
C 1.51664 2.61239 3.11378
C 2.77633 3.13754 2.84157
C 3.03957 4.48607 3.06513
C 2.05321 5.32055 3.56801
C 0.79518 4.80296 3.85591
C 0.52768 3.45925 3.63115
H 4.66582 -1.67217 -1.40866
H 4.76918 -3.36385 -3.16713
H 2.81459 -3.71970 -4.65278
H 0.79638 -2.39123 -4.36666
H -0.74004 -1.25854 -5.28136
H -2.64213 -2.51989 -6.12995
H -4.56204 -3.03882 -4.65021
H -4.51268 -2.30323 -2.27510
H -2.57985 -1.14344 -1.40044
H 2.51002 0.73045 -3.88356
H 3.00225 2.34587 -5.63785
H 1.17044 3.35293 -6.97084
H -1.17686 2.70714 -6.50458
H -1.68706 1.09649 -4.73716
H 2.49534 3.13565 -0.07019
H 1.00664 4.92499 -0.86820
H -1.14365 4.34824 -1.95001
H -1.68362 1.99408 -2.44324
H -1.76712 -3.90616 -1.26882
H -3.49372 -5.42751 -0.42770
H -4.49984 -5.06654 1.80738
H -3.75860 -3.14040 3.18583
H -2.05005 -1.61939 2.35399
H 1.69063 -2.21201 1.99094
H 3.32036 -4.01825 2.26202
H 3.56008 -5.74996 0.50346
H 2.11986 -5.65075 -1.51314
H 0.49564 -3.83311 -1.78263
H 5.14034 -0.83885 0.33378
H 6.26919 -1.48372 2.39582
H 5.15880 -1.10440 4.58368
H 2.92969 -0.09413 4.66931
H 0.65747 1.80972 5.59190
H -0.27424 0.62493 7.51855
H -1.02871 -1.72107 7.30766
H -0.84587 -2.87811 5.11692
H 0.05783 -1.69189 3.18102
H 3.56338 2.50165 2.45258
H 4.02491 4.87965 2.84974
H 2.26440 6.36717 3.74679
H 0.02128 5.44157 4.26397
H -0.45503 3.06445 3.88452
O -1.13542 3.16013 1.10088
H -1.94982 3.66167 0.84730
H -0.77721 3.55500 1.90952
O -3.83372 -0.37501 0.22183
C -3.11952 0.57474 0.08120
```

As for the total charge: +1. The HOMO energy comes out at -9.8 eV. As for the max |F|: 1.20 eV/A. As for the multiplicity: 1.

Atomic partial charges in e from the Löwdin method, atoms 1 to 99: 0.753 0.028 -0.159 -0.457 0.044 -0.004 -0.025 -0.539 0.114 -0.196 0.082 0.087 0.116 0.136 0.139 0.144 -0.234 0.918 -0.251 -0.068 -0.047 -0.047 -0.078 -0.358 1.083 -0.295 -0.108 -0.057 -0.053 -0.053 -0.127 -0.275 -0.060 -0.059 -0.069 -0.063 -0.105 -0.292 -0.070 -0.027 -0.037 -0.108 -0.401 0.991 -0.416 -0.112 -0.071 -0.075 -0.066 -0.119 -0.406 -0.105 -0.066 -0.074 -0.071 -0.122 -0.260 -0.094 -0.051 -0.048 -0.064 -0.386 1.089 -0.366 -0.071 -0.058 -0.065 -0.057 -0.109 -0.339 -0.081 -0.062 -0.065 -0.054 -0.134 0.092 0.117 0.117 0.098 0.103 0.113 0.113 0.121 0.023 0.106 0.111 0.109 0.109 0.102 0.109 0.128 0.126 0.088 0.098 0.106 0.106 0.109 0.070 0.063

No. 2
Below is a structure of composition C7H18FO3Zn, with properties calculated with ωB97M-V/def2-TZVPD.

Structure (XYZ):
```
30
Properties=species:S:1:pos:R:3
Zn -1.96146 6.43692 -10.61992
F -0.48601 5.08451 -10.59931
C -5.89314 5.62492 -9.68157
C -4.69986 5.75783 -8.77675
O -3.39034 5.71916 -9.38575
H -5.72189 5.15581 -10.65044
H -6.25151 6.65422 -9.69651
H -6.62932 5.02915 -9.14196
H -4.78195 5.16239 -7.86746
H -4.71488 6.75486 -8.33650
C -2.90106 7.90970 -14.72530
C -3.27846 7.75505 -13.19115
O -2.53232 6.78672 -12.54917
H -3.45667 8.73680 -15.16725
H -3.11590 7.00788 -15.29859
H -1.82901 8.10628 -14.73904
H -4.34065 7.73514 -12.94729
H -2.95918 8.70659 -12.76602
C -2.13646 9.77567 -8.19666
C -2.13011 9.44196 -9.66571
C -1.63671 10.59457 -10.51323
O -1.24796 8.31747 -9.89148
H -2.88759 9.20671 -7.64877
H -2.50189 10.79297 -8.05642
H -1.09953 9.64791 -7.88592
H -3.12271 9.23671 -10.06662
H -2.17405 11.53355 -10.38025
H -1.69669 10.20465 -11.52933
H -0.58680 10.84613 -10.36328
H -0.43595 8.55240 -9.43647
```

As for the total charge: 0. The HOMO energy (alpha / beta) comes out at -8.4 / -8.2 eV. As for the max |F|: 3.13 eV/A. As for the multiplicity: 2.

Now the Löwdin charges, all in e: 0.806 -0.565 -0.064 -0.271 -0.055 0.094 0.078 0.077 0.132 0.121 -0.073 -0.431 -0.314 0.058 0.060 0.065 0.087 0.058 -0.034 -0.467 -0.046 -0.084 0.079 0.088 0.094 0.140 0.091 0.075 0.089 0.113

No. 3
Below is a cluster of 2 separate species, C34H35N4 in total, with properties calculated with ωB97M-V/def2-TZVPD.

Structure (XYZ):
```
73
Properties=species:S:1:pos:R:3
C -2.06084 -1.23502 2.56180
C -3.47811 -0.73715 2.91258
C -3.31900 0.74078 3.08520
C -2.02288 1.10831 2.91396
C -1.18662 -0.00979 2.65311
C 0.24216 -0.03472 2.66263
C 1.01973 1.14375 2.60665
C 2.38800 1.09591 2.74692
C 3.03386 -0.11281 2.94769
C 2.30231 -1.28710 2.97352
C 0.93716 -1.25663 2.81608
H -1.71256 -2.01120 3.25275
H -2.01575 -1.65142 1.54799
H -4.20914 -0.95704 2.12391
H -3.85328 -1.20127 3.83385
H -4.10995 1.40777 3.38868
H -1.66278 2.11479 3.03333
H 0.53446 2.08822 2.43305
H 2.97014 2.00238 2.70724
H 4.10359 -0.14298 3.08421
H 2.80674 -2.22633 3.13681
H 0.38104 -2.17700 2.85545
C 4.13839 -4.26895 -4.76152
C 3.67489 -5.01307 -3.69607
C 2.49931 -4.65768 -3.06306
C 1.76694 -3.55540 -3.48164
C 0.48385 -3.20317 -2.79248
N -0.13658 -1.93580 -3.24220
C -1.44826 -2.05368 -3.90690
C -1.75628 -0.82969 -4.76170
N -1.49703 0.41618 -4.01954
C -2.36072 1.59198 -4.21987
C -1.56726 2.88578 -4.07690
N -0.73343 2.87854 -2.86003
C -0.29346 4.20146 -2.36075
C -0.83556 4.57838 -1.01570
C -0.39498 5.73665 -0.39054
C -0.89337 6.11326 0.84180
C -1.84581 5.33630 1.46887
C -2.29651 4.18423 0.85554
C -1.79411 3.80934 -0.37683
C -0.08600 1.67806 -2.47312
C 0.93783 1.65174 -1.53082
N 1.64679 0.58304 -1.20383
C 1.30488 -0.54260 -1.81028
C 0.25883 -0.67924 -2.71808
C -0.44647 0.47125 -3.07560
C 2.24153 -2.81929 -4.55454
C 3.41893 -3.17057 -5.18886
H 5.05939 -4.54155 -5.25565
H 4.23437 -5.87221 -3.36031
H 2.13930 -5.24295 -2.23403
H -0.23337 -4.01632 -2.93759
H 0.65078 -3.14304 -1.71400
H -1.47097 -2.97692 -4.49570
H -2.20664 -2.16475 -3.12621
H -1.12805 -0.82409 -5.65671
H -2.79497 -0.82686 -5.10734
H -2.84482 1.51718 -5.19893
H -3.15622 1.55116 -3.47088
H -0.90050 3.01273 -4.93492
H -2.22119 3.76422 -4.05928
H 0.79912 4.21428 -2.33223
H -0.58092 4.96567 -3.08884
H 0.34328 6.34931 -0.87972
H -0.54083 7.01491 1.31804
H -2.23514 5.62644 2.43369
H -3.04345 3.57746 1.34165
H -2.13914 2.91222 -0.86082
H 1.18868 2.56999 -1.02799
H 1.88166 -1.41776 -1.56457
H 1.67422 -1.96577 -4.88296
H 3.78073 -2.58507 -6.01893
```

As for the total charge: +1. The HOMO energy comes out at -9.2 eV. As for the max |F|: 1.79 eV/A. As for the multiplicity: 1.

Now the Löwdin charges, all in e: -0.094 -0.133 0.049 -0.001 -0.045 -0.154 0.020 -0.035 -0.015 -0.040 0.012 0.134 0.152 0.135 0.138 0.132 0.115 0.117 0.120 0.123 0.119 0.113 -0.091 -0.084 -0.051 -0.220 -0.127 -0.093 -0.132 -0.124 -0.072 -0.126 -0.129 -0.092 -0.118 -0.212 -0.037 -0.079 -0.099 -0.104 -0.037 -0.141 -0.125 0.051 -0.118 -0.141 -0.085 -0.034 -0.074 0.104 0.104 0.109 0.128 0.115 0.127 0.120 0.124 0.123 0.124 0.119 0.127 0.126 0.125 0.133 0.117 0.107 0.102 0.086 0.106 0.097 0.099 0.106 0.104

No. 4
Below is a structure of composition C8H16GaO5, with properties calculated with ωB97M-V/def2-TZVPD.

Structure (XYZ):
```
30
Properties=species:S:1:pos:R:3
C -2.10093 1.58757 -1.71392
H -2.65776 2.53105 -1.67062
H -1.21429 1.83603 -2.30373
H -2.81632 0.82408 -2.04436
O 1.21475 1.91382 -0.71009
C 2.55547 1.75306 -0.37933
C 2.93936 0.27577 -0.36450
O 1.93150 -0.41667 0.38334
C 1.85347 -1.81812 0.18177
C 0.47392 -2.26519 0.60069
O -0.46927 -1.41179 -0.05327
C -1.81777 -1.86115 0.03444
Ga 0.19173 0.48517 0.13402
H 2.79632 2.19008 0.61338
H 3.22921 2.25153 -1.10444
H 3.92610 0.09795 0.08958
H 2.93326 -0.12240 -1.39361
H 2.62125 -2.34104 0.76883
H 2.00524 -2.03644 -0.88619
H 0.33490 -2.19405 1.69190
H 0.30835 -3.30614 0.29196
H -2.42818 -1.19964 -0.58764
H -1.88855 -2.88773 -0.34671
H -2.16415 -1.83176 1.07856
O -1.64289 1.16911 -0.37153
C -2.34372 1.46731 0.70601
C -1.69217 1.20731 1.93789
O -0.53168 0.73679 1.95101
H -3.31160 1.95916 0.59507
H -2.23556 1.40633 2.87150
```

As for the total charge: +2. The HOMO energy (alpha / beta) comes out at -17.1 / -17.1 eV. As for the max |F|: 3.26 eV/A. As for the multiplicity: 2.

Now the Löwdin charges, all in e: 0.096 0.129 0.127 0.128 -0.141 -0.258 -0.110 -0.143 -0.100 -0.106 -0.194 0.009 0.652 0.143 0.155 0.164 0.151 0.173 0.160 0.164 0.167 0.103 0.133 0.128 -0.136 0.026 -0.076 0.097 0.182 0.178

no.,DFT total energy (eV)
1,-183010.62687
2,-64825.53743
3,-41779.30180
4,-71150.82513